Entry 1:
C10H12CrN2O6SSeSi as an isolated structure, computed with wB97M-V/def2-TZVPD.

CARTESIAN COORDINATES (ANGSTROEM)
Cr 1.33891 -1.94723 -1.43440
O 0.83942 -1.37062 4.60568
C 1.01142 -1.56811 3.26019
C 2.19846 -1.21076 2.62941
C 2.28881 -1.43011 1.26839
N 1.27603 -1.97529 0.61586
C 0.13697 -2.32519 1.19630
C -0.04069 -2.14252 2.55411
C -0.88191 -2.91549 0.20879
O -1.92811 -3.36571 0.66807
O -0.49121 -2.88523 -1.00401
C 3.48815 -1.10419 0.36626
O 4.51848 -0.71173 0.90862
O 3.26735 -1.32191 -0.86895
H 1.61557 -0.90800 4.93940
H 3.03310 -0.75960 3.15207
H -0.97009 -2.41817 3.02989
C -2.43516 2.24981 -2.44408
Si -1.36719 2.32007 -0.87742
C -2.55847 1.95617 0.55382
C -0.91576 4.15529 -0.67753
Se 0.37242 1.00331 -0.93478
H -3.26815 2.96120 -2.39713
H -2.84179 1.24452 -2.57414
H -1.83040 2.47443 -3.32511
H -3.40548 2.65237 0.56457
H -2.03282 2.02974 1.50861
H -2.94349 0.93753 0.47015
H -1.80589 4.79388 -0.66084
H -0.27060 4.47460 -1.49934
H -0.36094 4.30423 0.25207
O 1.93110 -3.01046 -5.80116
S 1.50451 -1.96631 -4.84799
N 1.52747 -2.22053 -3.40536

As for the HOMO energy (alpha / beta): -0.0486 / -0.0550 Ha. Its HOMO-LUMO gap (alpha / beta) is 5.677 / 5.849 eV. The LUMO energy (alpha / beta) comes out at 4.35 / 4.35 eV. As for the net charge: -2. Its energy is -138316.8352 eV. The multiplicity is 5.

---

Entry 2:
One molecule with the formula C10H12F2N2 at a distorted geometry, computed with wB97M-V/def2-TZVPD.

CARTESIAN COORDINATES (ANGSTROEM)
C -3.54895 -1.15778 0.18577
C -3.15588 0.10488 0.07616
C -2.45948 -2.15456 0.25631
C -1.92023 0.53194 0.50677
C -1.16392 -1.70888 0.34819
C -0.90343 -0.37238 0.59139
C 0.84185 1.21943 1.19972
C 2.34244 1.13193 0.63902
C 1.70805 -0.83036 -0.33063
C 2.11647 0.94670 -1.89568
N 0.36122 -0.11399 1.06665
N 2.35502 0.34637 -0.62614
F 1.02051 -1.42107 -1.31971
F 2.48068 -1.69156 0.32827
H -4.52791 -1.65757 0.02450
H -3.85345 0.89818 0.06933
H -2.64834 -3.14028 0.05192
H -1.88339 1.58835 0.48186
H -0.33129 -2.40487 0.44473
H 0.93115 1.68434 2.20180
H 0.23381 2.06318 0.72508
H 2.83838 2.19821 0.44539
H 2.96441 0.62446 1.47059
H 1.13411 0.81446 -2.51875
H 2.27670 1.95489 -1.80683
H 2.79147 0.54598 -2.61572

As for the HOMO energy: -0.2768 Ha. Its HOMO-LUMO gap is 8.366 eV. The LUMO energy comes out at 0.83 eV. As for the net charge: 0. Its energy is -18976.2600 eV.

---

Entry 3:
A 2-piece molecular cluster, C10H12IN3OP overall at a distorted geometry, computed with wB97M-V/def2-TZVPD.

CARTESIAN COORDINATES (ANGSTROEM)
C 0.75503 -2.79457 -0.51441
C 1.43692 -1.45441 -0.36981
N 0.78145 -0.56235 0.31772
N 1.38965 0.60061 0.48315
C 2.58117 0.83586 -0.02074
P 3.37127 2.49697 0.31006
O 3.69352 3.20288 -0.93369
C 3.30437 -0.04684 -0.78794
C 2.71468 -1.27970 -0.98883
I 3.68057 -2.73906 -2.09284
H 0.41243 -2.92944 -1.54192
H 1.49164 -3.56422 -0.27866
H -0.07630 -2.89246 0.17891
H 0.90446 1.30470 1.02887
H 2.52389 3.22200 1.18190
H 4.56542 2.14871 0.98369
H 4.26836 0.19705 -1.21196
N -3.29465 -0.74202 -0.73692
C -4.48618 -0.27971 -0.36273
C -4.66326 0.69947 0.60485
C -3.54097 1.22423 1.22030
C -2.29292 0.75287 0.84432
C -2.22576 -0.22447 -0.13576
H -5.33706 -0.72123 -0.86849
H -5.65508 1.03920 0.86748
H -3.63647 1.98818 1.98123
H -1.39192 1.13852 1.30587
H -1.27426 -0.62075 -0.46365

As for the HOMO energy: -0.4493 Ha. Its HOMO-LUMO gap is 6.699 eV. The LUMO energy comes out at -5.53 eV. As for the net charge: +1. Its energy is -34463.4372 eV.

---

Entry 4:
One molecule with the formula C10H12N2 at a distorted geometry, computed with wB97M-V/def2-TZVPD.

CARTESIAN COORDINATES (ANGSTROEM)
N 0.77498 -2.37290 2.07480
C -0.10498 0.47094 -0.18522
C -0.78812 1.66756 -0.08907
C -0.35543 -2.52156 2.78383
C 0.83642 -1.40189 1.14345
C -1.46326 -1.73097 2.57863
C -1.39938 -0.71641 1.62908
C -0.23556 -0.56703 0.84657
N 0.69143 0.51087 -1.31514
C 1.37991 -0.63518 -1.89707
C -0.41807 2.60520 -1.20334
C 0.62424 1.82129 -2.00045
H -1.49661 1.88065 0.69026
H -0.40590 -3.28485 3.54782
H 1.75652 -1.26356 0.59110
H -2.39898 -1.89871 3.11455
H -2.28277 -0.10570 1.47523
H 1.55060 -0.50879 -2.93930
H 0.74356 -1.54878 -1.79450
H 2.34317 -0.74905 -1.35976
H -1.24487 2.82478 -1.87456
H 0.02063 3.53472 -0.79311
H 0.27362 1.68241 -2.99379
H 1.59885 2.30696 -2.03001

As for the HOMO energy: -0.2572 Ha. The SMILES is CN1CCC=C1c1cccnc1. Its HOMO-LUMO gap is 7.799 eV. The LUMO energy comes out at 0.80 eV. As for the net charge: 0. Its energy is -13543.5911 eV.

---

Entry 5:
C10H12N2O4SZn as an isolated structure at a distorted geometry, computed with wB97M-V/def2-TZVPD.

CARTESIAN COORDINATES (ANGSTROEM)
Zn 0.24324 0.49617 -0.23599
O 1.89306 1.48492 -3.90461
C 1.52945 1.57163 -2.82164
C -0.12602 1.39918 1.59484
O -0.50166 1.46949 2.69135
C -1.25148 2.25231 -1.28311
O -2.15137 2.75699 -1.76796
C 2.69537 0.97233 0.14737
O 3.81830 0.82424 0.39105
C 1.83133 4.31986 -1.19970
H 2.85133 3.99021 -1.44063
H 1.16879 4.53429 -2.04947
C 1.42010 4.47090 0.07193
H 0.38045 4.72809 0.31505
H 2.05578 4.18634 0.92109
S 0.31706 -1.09088 -1.80108
C -0.40471 -1.50296 -0.24069
N 0.32560 -2.06629 0.78225
C -0.18305 -3.25037 1.48829
C -1.50999 -3.71683 0.88785
C -2.46274 -2.55518 0.60475
N -1.75442 -1.42346 -0.00962
H 1.33891 -2.08056 0.64580
H -0.30946 -3.00440 2.54808
H 0.56908 -4.04651 1.42652
H -1.98988 -4.43642 1.56942
H -1.29860 -4.23660 -0.06282
H -2.93186 -2.21276 1.53607
H -3.27112 -2.87843 -0.06617
H -2.29150 -0.95529 -0.73821

As for the HOMO energy: -0.5886 Ha. Its HOMO-LUMO gap is 7.203 eV. The LUMO energy comes out at -8.81 eV. As for the net charge: +2. Its energy is -80968.9025 eV.

---

Entry 6:
An isolated ion of composition C10H12N3O and charge +1 at a distorted geometry, computed with wB97M-V/def2-TZVPD.

CARTESIAN COORDINATES (ANGSTROEM)
C -2.17599 1.86426 -0.17919
C -0.91668 1.31912 -0.17354
C -3.28223 1.01970 -0.12102
C -2.02413 -0.79762 0.26826
C -0.83137 -0.08463 -0.05193
C 2.04979 0.51974 -1.55735
C 0.98609 -0.28778 -1.69403
C 2.39263 0.64371 -0.13906
C 0.48819 -0.65949 -0.24741
C 1.33998 0.02388 2.03822
N -3.18677 -0.25504 0.11084
N 1.58362 -0.25652 0.59356
N 0.47726 -2.18550 -0.31189
O 3.18218 1.43209 0.30495
H -2.32562 3.01558 -0.15113
H 0.05408 1.82834 -0.28171
H -4.23654 1.48253 -0.44508
H -1.84840 -1.81829 0.60531
H 2.60661 1.00911 -2.35186
H 0.35503 -0.71894 -2.51777
H 0.34787 -0.27054 2.34193
H 2.13579 -0.34719 2.61786
H 1.37666 1.09756 2.17143
H 0.40714 -2.57291 -1.24333
H -0.29407 -2.47303 0.26451
H 1.33887 -2.52815 0.14945

As for the HOMO energy: -0.4874 Ha. The SMILES is CN1C(=O)C=C[C@]1([NH3+])c1cccnc1. Its HOMO-LUMO gap is 9.375 eV. The LUMO energy comes out at -3.89 eV. As for the net charge: +1. Its energy is -17074.3276 eV.

---

Entry 7:
One molecule with the formula C10H12N4O at a distorted geometry, computed with wB97M-V/def2-TZVPD.

CARTESIAN COORDINATES (ANGSTROEM)
C -3.98992 1.31717 0.71080
C -3.70121 0.15230 1.39983
C -3.27604 1.63604 -0.43326
C -2.68694 -0.68004 0.95551
C -2.26707 0.80323 -0.87517
C -1.96050 -0.36238 -0.18282
C 4.57982 0.72710 0.06149
C -0.80640 -1.21110 -0.64069
C 0.49276 -0.60594 -0.09537
C 1.73308 -1.09709 -0.84716
N 3.26112 -0.80970 1.03512
N 3.62564 0.36769 -0.84328
N 5.49895 1.55620 -0.09984
N 2.89531 -0.50765 -0.26694
O 4.32551 -0.03227 1.24229
H -4.76798 1.97745 1.06130
H -4.26860 -0.10601 2.28215
H -3.50994 2.53671 -0.98177
H -2.46196 -1.58729 1.49873
H -1.71029 1.05390 -1.76753
H -0.92318 -2.23625 -0.28590
H -0.76619 -1.22793 -1.73297
H 0.43908 0.48247 -0.18188
H 0.59695 -0.84921 0.96446
H 1.71736 -0.78433 -1.89372
H 1.82234 -2.18438 -0.78196
H 6.10830 1.67133 0.69858

As for the HOMO energy: -0.3098 Ha. Its HOMO-LUMO gap is 8.470 eV. The LUMO energy comes out at 0.04 eV. As for the net charge: 0. Its energy is -18569.4616 eV.

---

Entry 8:
C10H12N4O7Pt as an isolated structure, computed with wB97M-V/def2-TZVPD.

CARTESIAN COORDINATES (ANGSTROEM)
Pt 1.03019 0.45421 0.18873
O -0.23874 -2.74814 -2.45620
C -0.16312 -1.68322 -1.73543
O 0.86329 -1.10714 -1.40123
C -1.55786 -1.28468 -1.36476
C -2.65286 -1.46884 -2.15796
C -3.89324 -0.95585 -1.70909
C -4.04903 -0.17513 -0.55253
C -2.94847 0.02056 0.21961
C -1.68241 -0.64288 -0.04799
O -0.77279 -0.72966 0.79430
N -2.97409 1.02699 1.30339
O -4.01399 1.20183 1.86524
O -1.92700 1.62706 1.46238
N -5.08571 -1.20202 -2.54692
O -4.88183 -1.75755 -3.59898
O -6.13688 -0.82889 -2.10016
H -2.62333 -1.98939 -3.10707
H -5.00515 0.28007 -0.32007
N 2.25056 2.15995 0.21665
C 3.67910 1.96680 0.63529
C 3.79799 1.07601 1.86335
C 3.74764 -0.41265 1.55564
N 2.36037 -0.89210 1.28452
H 2.22737 2.63416 -0.68746
H 1.79629 2.80292 0.87175
H 4.10947 2.95231 0.81522
H 4.19630 1.52790 -0.21874
H 3.03524 1.34013 2.60528
H 4.75342 1.28918 2.34366
H 4.15663 -0.99590 2.38193
H 4.34067 -0.63884 0.66901
H 1.87062 -1.07726 2.16089
H 2.39136 -1.76997 0.76777

As for the HOMO energy (alpha / beta): -0.6078 / -0.6441 Ha. Its HOMO-LUMO gap (alpha / beta) is 8.899 / 6.437 eV. The LUMO energy (alpha / beta) comes out at -7.64 / -11.09 eV. As for the net charge: +2. Its energy is -34077.1405 eV. The multiplicity is 5.

---

Entry 9:
A 2-piece molecular cluster, C10H12NO overall at a distorted geometry, computed with wB97M-V/def2-TZVPD.

CARTESIAN COORDINATES (ANGSTROEM)
C -3.54006 0.78121 0.28676
C -2.42126 1.10365 1.05130
C -3.40988 -0.26803 -0.64071
C -1.21144 0.36967 0.94994
C -2.23169 -0.93587 -0.86338
C -1.12820 -0.69299 0.01956
C -0.18338 -1.72500 -0.03056
C 1.96290 1.26145 -0.69376
C 2.62147 0.04413 -1.38134
C 2.69289 -0.32360 1.05663
N 1.86914 -0.15028 -0.14148
O 0.37244 -2.71610 -0.04793
H -4.48616 1.17937 0.36366
H -2.43857 1.89213 1.64162
H -4.33409 -0.36712 -1.26475
H -0.47663 0.42203 1.78603
H -2.07706 -1.74655 -1.58788
H 2.77555 1.79955 -0.12019
H 1.01006 1.50653 -1.07869
H 2.30178 -0.36497 -2.32882
H 3.63841 -0.07613 -1.32856
H 2.12785 0.13538 1.98370
H 2.92850 -1.33336 1.19803
H 3.63743 0.20490 1.17080

As for the HOMO energy: -0.4847 Ha. Its HOMO-LUMO gap is 8.017 eV. The LUMO energy comes out at -5.17 eV. As for the net charge: +1. Its energy is -14091.9078 eV.

---

Entry 10:
An isolated ion of composition C10H12NO2 and charge -1 at a distorted geometry, computed with wB97M-V/def2-TZVPD.

CARTESIAN COORDINATES (ANGSTROEM)
C -2.11665 0.53717 -1.38412
C -1.54908 0.15880 0.12035
C -2.29120 0.77416 1.45091
C -1.69422 0.42457 2.95196
C -0.39046 -0.56614 3.18886
C 0.37057 -1.19616 1.87339
C -0.22836 -0.81259 0.35938
C 0.60228 -1.42861 -0.91175
N 2.07266 -1.08894 -0.95266
C 2.35797 0.38231 -0.77568
C 1.81051 1.35844 -1.97021
O 0.95216 1.04324 -2.94161
O 2.37474 2.74812 -2.00837
H -1.94423 -0.32449 -2.16384
H -3.27610 0.67929 -1.27657
H -1.67788 1.53280 -1.82441
H -3.22355 1.48802 1.28328
H -2.20296 0.88462 3.92601
H 0.03679 -0.80642 4.26050
H 1.33252 -1.90066 1.92883
H 0.53970 -2.61590 -0.80074
H 0.07055 -1.20512 -1.95697
H 2.51230 -1.39311 -1.85000
H 2.01457 0.83655 0.25523
H 3.54737 0.49003 -0.78178

As for the HOMO energy: -0.1361 Ha. The SMILES is Cc1ccccc1CNCC(=O)[O-]. Its HOMO-LUMO gap is 6.557 eV. The LUMO energy comes out at 2.85 eV. As for the net charge: -1. Its energy is -16140.4601 eV.

---

Entry 11:
An isolated ion of composition C10H12NO2 and charge +1 at a distorted geometry, computed with wB97M-V/def2-TZVPD.

CARTESIAN COORDINATES (ANGSTROEM)
C 3.27486 1.13251 -0.23060
C 3.23804 -0.09459 -0.40573
C -2.05495 0.62860 -0.62654
C -1.78370 0.80408 0.84360
C -2.37074 -0.79717 -0.84062
C 0.60202 0.12517 0.66580
C 0.07902 -1.75539 -0.75309
C -0.83390 -0.34326 0.96662
C -1.20973 -1.40440 0.00334
C 1.15765 -0.77022 -0.38465
N 3.07953 2.35613 0.01315
O -1.95784 1.42764 -1.51600
O 2.30093 -0.97239 -0.85645
H -1.28123 1.72342 1.14851
H -2.72049 0.60076 1.47838
H -3.30678 -0.88299 -0.34849
H -2.49988 -1.19794 -1.92622
H 0.51872 1.11418 0.38981
H 1.28152 0.05501 1.54985
H 0.48779 -2.64128 -0.29424
H 0.09775 -1.67848 -1.94333
H -0.97919 -0.76712 1.95174
H -1.58317 -2.24940 0.59470
H 2.62988 2.66712 0.88298
H 3.83388 2.92002 -0.36253

As for the HOMO energy: -0.4724 Ha. Its HOMO-LUMO gap is 7.964 eV. The LUMO energy comes out at -4.89 eV. As for the net charge: +1. Its energy is -16137.4369 eV.

---

Entry 12:
C10H12NO4STa as an isolated structure at a distorted geometry, computed with wB97M-V/def2-TZVPD.

CARTESIAN COORDINATES (ANGSTROEM)
Ta 1.33933 -0.35981 -1.71062
N -0.78507 0.98510 -3.04876
C -1.70192 -0.13942 -3.18924
C -0.91550 -1.46787 -3.32663
O -1.42602 -2.45533 -3.78918
O 0.29620 -1.38094 -2.87548
H -1.25085 1.78375 -2.62805
H -0.43091 1.26790 -3.96065
H -2.38921 -0.07024 -4.04153
H -2.29882 -0.22755 -2.27537
C 2.77938 -2.11711 -1.37074
H 3.12679 -2.55022 -2.30738
H 2.26035 -2.90456 -0.82242
H 3.65782 -1.81794 -0.80038
O 1.46949 0.46201 0.18477
C 0.25036 0.38795 0.56833
O -0.63040 0.09923 -0.26006
C -0.10735 0.62729 1.98238
C 0.85363 0.96332 2.93159
C 0.47132 1.17151 4.24450
C -0.85946 1.03663 4.61161
C -1.81662 0.69527 3.66838
C -1.44267 0.48677 2.35636
H 1.88247 1.06075 2.61992
H 1.20365 1.44818 4.98882
H -1.15413 1.20169 5.63761
H -2.85167 0.59988 3.96040
H -2.16435 0.21665 1.59982
S 2.63415 0.99710 -2.94800

As for the HOMO energy: -0.3345 Ha. Its HOMO-LUMO gap is 8.591 eV. The LUMO energy comes out at -0.51 eV. As for the net charge: 0. Its energy is -32634.9272 eV.